{
  "formula": "H5ISi2",
  "method": "ωB97M-V/def2-TZVPD",
  "elements": ["Si", "Si", "I", "H", "H", "H", "H", "H"],
  "coordinates": [[1.316199, 0.111428, -0.177122], [-2.630437, -1.014560, -0.146531], [3.794007, -0.096580, 0.016513], [0.871011, -0.840420, -1.240558], [0.874087, 1.363588, -0.914588], [0.957474, -0.065775, 1.109096], [-2.084759, 0.293441, -0.575598], [-3.972848, -0.756445, 0.267877]],
  "forces_ev_per_a": [[1.2792, 0.6704, -4.2502], [1.7915, -1.7949, -0.2485], [-0.5130, 0.1623, -0.1630], [0.1031, -0.2769, 0.7166], [0.3975, -0.1950, 0.9194], [-1.2899, -0.3654, 2.7560], [-0.3726, 0.8220, -0.0075], [-1.3957, 0.9776, 0.2773]],
  "lowdin_charge": [0.094, 0.585, 0.257, -0.115, -0.100, -0.180, -0.255, -0.285],
  "total_charge": 0,
  "largest_force_ha_per_bohr": 0.0873,
  "e_above_lowest_kj_mol": 268.6
}

{
  "formula": "H5N2OP",
  "method": "ωB97M-V/def2-TZVPD",
  "elements": ["N", "N", "O", "P", "H", "H", "H", "H", "H"],
  "coordinates": [[2.847202, 2.928713, 0.589686], [-1.734547, -0.471092, 0.878958], [2.289934, 1.753723, 0.263607], [1.746334, 0.569696, 1.188198], [-2.062218, -0.864564, -0.066345], [3.289988, 3.307167, -0.213614], [-1.002446, 0.258678, 0.581720], [-2.674887, -0.024956, 1.222804], [1.333195, -0.224667, 0.214979]],
  "forces_ev_per_a": [[-0.8905, -0.8170, 2.8968], [-1.6283, 0.9564, -1.9336], [1.0262, 1.1292, -2.6021], [0.3861, 1.0140, 3.6646], [0.7920, 0.5335, 1.7482], [0.1173, -0.1847, -1.7277], [-1.9306, -0.9801, 0.8729], [2.7254, -0.5000, -0.6960], [-0.5976, -1.1514, -2.2232]],
  "lowdin_charge": [0.024, -0.073, -0.645, 0.834, 0.022, 0.022, -0.034, 0.044, -0.195],
  "total_charge": 0,
  "largest_force_ha_per_bohr": 0.0743,
  "e_above_lowest_kj_mol": 600.0
}

{
  "formula": "H5N2OP",
  "method": "ωB97M-V/def2-TZVPD",
  "elements": ["N", "P", "N", "O", "H", "H", "H", "H", "H"],
  "coordinates": [[0.011711, 0.862918, -1.332516], [-0.366937, -0.217144, -0.001247], [0.428225, 0.131031, 1.423451], [-1.792408, -0.162167, 0.298173], [0.814116, 0.713325, -1.848083], [-0.942231, 0.845407, -1.759733], [0.475125, -1.560433, -0.344849], [1.411901, -0.214794, 1.343198], [-0.039501, -0.398143, 2.221604]],
  "forces_ev_per_a": [[-3.6997, -1.1642, 3.7106], [2.5588, -0.6718, -1.0326], [1.1669, -1.0169, 0.9044], [-0.9481, -0.6097, -0.6370], [1.4740, -0.5114, -1.5953], [1.5508, 0.4404, -0.3975], [-1.8215, 1.9262, 0.0904], [-1.0063, 0.5375, 0.4327], [0.7250, 1.0699, -1.4757]],
  "lowdin_charge": [-0.101, 0.413, -0.168, -0.367, -0.008, 0.056, 0.047, 0.045, 0.083],
  "total_charge": 0,
  "largest_force_ha_per_bohr": 0.1044,
  "smiles": "N[PH](N)=O",
  "e_above_lowest_kj_mol": 88.2
}

{
  "formula": "H5N3",
  "method": "ωB97M-V/def2-TZVPD",
  "elements": ["H", "N", "N", "H", "N", "H", "H", "H"],
  "coordinates": [[-1.849033, 1.191122, -1.008271], [-1.016875, 0.839082, -0.518941], [-0.266389, 0.132828, -1.148492], [-0.581690, -0.228235, -2.048019], [1.191622, -0.771481, 1.425179], [1.067240, -1.795316, 1.664341], [1.398295, -0.327587, 2.292619], [0.606669, -0.242987, 0.795111]],
  "forces_ev_per_a": [[-0.4681, -0.4798, -0.3986], [-0.4123, 1.6504, 0.9156], [1.1874, -1.5645, 0.0998], [-0.4787, 0.4786, -0.7964], [0.9336, -2.0354, 0.7951], [-0.4610, 2.0280, -1.1753], [-0.0815, 0.6461, 0.2898], [-0.2193, -0.7235, 0.2698]],
  "lowdin_charge": [0.054, -0.016, -0.025, 0.057, -0.004, 0.033, -0.026, -0.072],
  "total_charge": 0,
  "largest_force_ha_per_bohr": 0.0465,
  "smiles": "[H]/N=N\\[H].N",
  "e_above_lowest_kj_mol": 31.4
}

What did the fourth record say?
{
  "formula": "H5N3",
  "method": "ωB97M-V/def2-TZVPD",
  "elements": ["H", "N", "N", "H", "N", "H", "H", "H"],
  "coordinates": [[-1.849033, 1.191122, -1.008271], [-1.016875, 0.839082, -0.518941], [-0.266389, 0.132828, -1.148492], [-0.581690, -0.228235, -2.048019], [1.191622, -0.771481, 1.425179], [1.067240, -1.795316, 1.664341], [1.398295, -0.327587, 2.292619], [0.606669, -0.242987, 0.795111]],
  "forces_ev_per_a": [[-0.4681, -0.4798, -0.3986], [-0.4123, 1.6504, 0.9156], [1.1874, -1.5645, 0.0998], [-0.4787, 0.4786, -0.7964], [0.9336, -2.0354, 0.7951], [-0.4610, 2.0280, -1.1753], [-0.0815, 0.6461, 0.2898], [-0.2193, -0.7235, 0.2698]],
  "lowdin_charge": [0.054, -0.016, -0.025, 0.057, -0.004, 0.033, -0.026, -0.072],
  "total_charge": 0,
  "largest_force_ha_per_bohr": 0.0465,
  "smiles": "[H]/N=N\\[H].N",
  "e_above_lowest_kj_mol": 31.4
}

Please write out number 2 again, unchanged.
{
  "formula": "H5N2OP",
  "method": "ωB97M-V/def2-TZVPD",
  "elements": ["N", "N", "O", "P", "H", "H", "H", "H", "H"],
  "coordinates": [[2.847202, 2.928713, 0.589686], [-1.734547, -0.471092, 0.878958], [2.289934, 1.753723, 0.263607], [1.746334, 0.569696, 1.188198], [-2.062218, -0.864564, -0.066345], [3.289988, 3.307167, -0.213614], [-1.002446, 0.258678, 0.581720], [-2.674887, -0.024956, 1.222804], [1.333195, -0.224667, 0.214979]],
  "forces_ev_per_a": [[-0.8905, -0.8170, 2.8968], [-1.6283, 0.9564, -1.9336], [1.0262, 1.1292, -2.6021], [0.3861, 1.0140, 3.6646], [0.7920, 0.5335, 1.7482], [0.1173, -0.1847, -1.7277], [-1.9306, -0.9801, 0.8729], [2.7254, -0.5000, -0.6960], [-0.5976, -1.1514, -2.2232]],
  "lowdin_charge": [0.024, -0.073, -0.645, 0.834, 0.022, 0.022, -0.034, 0.044, -0.195],
  "total_charge": 0,
  "largest_force_ha_per_bohr": 0.0743,
  "e_above_lowest_kj_mol": 600.0
}